Density functional theory data (ωB97M-V with the def2-TZVPD basis set) for a cluster of 4 separate species, C11H23Br6NO2PS in total.

Computed properties:
* highest occupied orbital energy: -2.1730 eV
* F_max: 3.28 eV Å⁻¹
* spin multiplicity: 1
* charge: -1
* E: -457743.97365 eV

Element x y z (Å)
N1 -0.27 -2.39 0.01
C1 0.82 -1.85 -0.84
C2 1.78 -3.05 -1.12
C3 3.24 -2.58 -1.26
C4 4.22 -3.61 -1.89
C5 3.69 -4.45 -3.04
O1 4.06 -5.56 -3.15
O2 2.84 -3.98 -3.96
P1 0.05 -1.37 -2.39
S1 -1.15 -2.82 -3.06
H1 0.02 -2.50 0.97
H2 -1.11 -1.83 -0.04
H3 1.71 -3.68 -0.23
H4 1.39 -3.59 -1.99
H5 3.60 -2.40 -0.24
H6 3.33 -1.61 -1.76
H7 4.55 -4.31 -1.13
H8 5.12 -3.09 -2.25
H9 2.46 -3.13 -3.68
H10 1.10 -1.10 -3.31
H11 -0.77 -0.22 -2.27
Br1 -2.50 0.80 0.48
C6 -3.81 0.37 1.86
C7 -3.47 -0.91 2.56
Br2 -3.91 -2.46 1.46
H12 -4.78 0.35 1.38
H13 -3.77 1.20 2.56
H14 -4.06 -1.03 3.47
H15 -2.41 -0.99 2.80
Br3 2.41 4.44 -1.68
C8 1.11 3.98 -0.31
C9 1.48 2.70 0.40
Br4 1.07 1.11 -0.68
H16 0.14 3.94 -0.79
H17 1.13 4.83 0.39
H18 0.88 2.59 1.30
H19 2.53 2.64 0.65
Br5 -1.41 6.08 2.05
C10 -2.88 4.80 1.92
C11 -3.12 4.10 3.23
Br6 -1.77 2.73 3.54
H20 -2.64 4.12 1.11
H21 -3.75 5.39 1.64
H22 -4.07 3.57 3.21
H23 -3.09 4.77 4.09